Entry 1:
Here is a 4-piece molecular cluster, C3H12O4S overall in a non-equilibrium geometry from the Open Molecules 2025 dataset. Energies are from ωB97M-V/def2-TZVPD.

```
20
Properties=species:S:1:pos:R:3:forces:R:3
C 0.79572 -0.22422 -0.72512 -0.1 -0.6 -0.2
O -0.13451 -0.94764 -1.44959 0.0 0.0 -0.4
C 1.38359 -0.98378 0.46880 0.6 0.5 0.9
C 2.43494 -0.14396 1.27913 -0.5 -0.6 0.1
S 2.13840 0.04231 3.09222 -0.1 0.1 -0.2
H 1.65953 0.05857 -1.36457 0.0 0.1 0.0
H 0.37633 0.73996 -0.35933 0.1 0.0 0.2
H 1.92638 -1.88104 0.15763 -0.3 -0.1 -0.4
H 0.59600 -1.32457 1.14696 -0.1 0.1 -0.1
H 2.53143 0.82801 0.78773 0.1 0.1 0.1
H 3.37775 -0.68830 1.20196 0.2 0.3 -0.2
H -1.96214 -0.62599 0.60117 -0.1 -0.1 -0.1
H -1.40930 -1.11101 -0.77996 0.6 0.2 0.2
O -2.30415 -1.00352 -0.21705 -0.3 -0.2 0.0
H -2.43866 0.08709 -1.84520 -0.1 0.4 0.2
H -1.25517 0.61379 -2.52432 -0.1 -0.1 0.2
O -2.19772 0.84261 -2.41778 0.1 -0.2 -0.2
H -2.37640 1.99946 0.41751 0.2 -0.1 -0.1
H -1.26594 1.48933 1.32135 0.1 0.2 0.0
O -1.87608 2.23290 1.20846 -0.1 -0.1 0.0
```
Forces are in eV/Å.

HOMO-LUMO gap = 5.9 eV
HOMO = 0.28 eV
Charge = -2

---

Entry 2:
Here is one molecule with the formula C15H22O4 in a non-equilibrium geometry from the Open Molecules 2025 dataset. Energies are from ωB97M-V/def2-TZVPD.

```
41
Properties=species:S:1:pos:R:3:forces:R:3
C 0.93392 4.13685 -0.40390 -0.7 -0.8 0.1
C 0.72364 2.64878 -0.11221 0.0 -0.2 0.1
C 1.94280 1.78826 -0.46755 0.5 0.4 -0.5
C 1.75539 0.36442 0.03533 -0.5 -0.3 0.3
C 0.28865 0.15514 0.53707 0.7 1.1 0.8
C 0.18806 1.18952 1.71035 -0.5 -1.2 -0.1
O 0.42571 2.52936 1.31248 0.7 0.1 -1.3
C -0.71819 0.59028 -0.51412 -0.1 -0.6 0.6
C -0.43458 2.06439 -0.94058 -0.3 -1.0 0.5
O -2.05124 0.45844 -0.02515 -0.5 0.0 1.1
C -2.39578 -0.86627 0.52216 -0.8 -0.3 0.1
C -2.17787 -1.89127 -0.56129 0.7 0.3 -0.1
C -0.64885 -1.66085 -0.69097 -0.6 -1.8 -0.4
C 0.03267 -2.86505 -1.36303 0.0 1.5 -0.8
O -0.51883 -3.02244 -2.67610 0.1 0.6 -0.1
O -0.57187 -0.45770 -1.46208 1.1 0.3 -1.2
C -0.13806 -1.33918 0.74365 1.3 0.5 0.5
C 1.01170 -2.19449 1.32793 -0.1 1.0 -0.6
C -1.40574 -1.38598 1.56248 -0.4 0.4 0.0
H 0.07155 4.71429 -0.05227 0.2 -0.1 0.0
H 1.03264 4.29332 -1.47710 0.1 0.0 0.0
H 1.82963 4.45250 0.09935 0.4 0.3 0.2
H 2.89707 2.19270 -0.07213 -0.6 0.1 -0.3
H 2.01646 1.71817 -1.57617 0.1 0.5 0.6
H 2.47011 0.18718 0.84136 -0.3 -0.2 0.2
H 2.03694 -0.29819 -0.76619 -0.1 -0.6 -0.2
H 0.89971 0.86373 2.46780 0.1 0.3 0.3
H -0.80952 1.21868 2.12460 -0.3 -0.4 0.3
H -0.13892 2.06968 -1.97081 0.0 0.1 -0.7
H -1.31952 2.66943 -0.80188 -0.4 0.0 0.0
H -3.42027 -0.89459 0.92729 0.3 0.8 -0.4
H -2.42728 -2.89032 -0.21438 0.0 -0.1 0.0
H -2.69458 -1.67162 -1.48780 0.0 0.0 -0.1
H 1.11211 -2.67358 -1.45016 -0.1 -0.2 0.1
H -0.13719 -3.77861 -0.77355 0.0 0.3 -0.3
H -0.53773 -2.12395 -3.09115 0.1 -1.1 0.6
H 0.72153 -3.18423 1.65240 -0.2 -0.2 0.1
H 1.81097 -2.28879 0.59556 0.1 -0.1 0.0
H 1.42357 -1.61848 2.15797 0.0 -0.3 0.2
H -1.42477 -0.78947 2.44999 0.3 0.4 0.6
H -1.65402 -2.41004 1.88279 -0.1 0.2 -0.3
```
Forces are in eV/Å.

HOMO-LUMO gap = 10.1 eV
HOMO = -9.43 eV

---

Entry 3:
Here is a 6-piece molecular cluster, C22H31N3O9 overall in a non-equilibrium geometry from the Open Molecules 2025 dataset. Energies are from ωB97M-V/def2-TZVPD.

```
65
Properties=species:S:1:pos:R:3:forces:R:3
O 1.35006 -2.85314 -1.68041 3.4 -1.6 0.2
C 2.42203 -3.46508 -1.62657 -2.4 0.9 0.2
O 2.58287 -4.73860 -2.06122 -1.6 1.5 -0.8
C 3.81151 -5.18328 -1.65755 2.3 -1.2 1.1
C 4.63350 -3.95233 -1.25145 -0.1 -1.6 -0.7
O 3.57619 -3.04223 -1.05939 -0.4 1.6 0.0
H 3.66459 -5.75073 -0.73857 0.1 -0.7 -0.3
H 4.31136 -5.73388 -2.45447 -0.3 -0.3 0.2
H 5.37106 -3.74371 -2.02643 -0.4 1.0 -0.2
H 5.23039 -4.15425 -0.36204 -0.5 0.4 0.3
O 3.05907 1.26064 -2.96284 0.0 1.8 2.9
C 3.03598 1.73380 -1.82362 0.1 -2.4 -2.4
O 3.46103 2.93118 -1.41229 -0.4 0.2 -1.3
C 3.04335 3.15045 -0.08245 0.9 0.7 1.0
C 2.74235 1.79522 0.41602 -0.7 -1.6 1.0
O 2.62661 0.98242 -0.75920 -0.1 0.6 -0.2
H 3.91351 3.51268 0.46501 -0.3 0.6 -0.2
H 2.17800 3.79914 0.05344 0.2 0.3 -0.7
H 1.80074 1.75557 0.96364 0.0 -0.1 0.0
H 3.52823 1.41067 1.06612 0.1 -0.3 -0.2
O -0.66709 2.89580 0.18667 0.1 -3.9 -1.9
C -0.71298 1.75985 -0.34384 -1.5 4.1 -0.9
O -1.15708 1.49757 -1.62680 -0.1 1.3 0.0
C -1.35634 0.08887 -1.78952 0.2 -0.3 0.0
C -0.47590 -0.41133 -0.70188 -0.2 -2.3 -0.6
O -0.46402 0.63483 0.22179 1.2 -0.9 2.6
H -2.38102 -0.25227 -1.64200 -0.2 0.7 0.0
H -1.00953 -0.34331 -2.72816 0.0 0.8 -0.3
H 0.50374 -0.69076 -1.08960 0.2 0.4 0.5
H -0.94774 -1.30143 -0.28571 0.3 0.1 0.5
C -4.33743 -0.08630 1.60759 0.8 -0.7 -0.6
C -5.45971 -0.62870 2.16699 -0.8 0.5 1.2
C -5.98794 0.04513 3.27412 0.5 0.6 -0.5
N -5.47677 1.19085 3.74504 0.8 0.2 0.2
C -4.32937 1.68986 3.21830 -1.0 -1.7 -1.2
C -3.71243 1.02891 2.13131 -0.7 1.0 0.6
H -3.92302 -0.61877 0.76431 0.2 0.2 -0.3
H -5.96168 -1.50045 1.77395 0.1 -0.1 -0.1
H -6.89377 -0.30152 3.74920 -0.1 0.0 0.1
H -3.97350 2.64772 3.56794 0.0 0.0 0.3
H -2.86806 1.46530 1.61848 0.2 0.0 0.2
C 0.04338 4.91208 2.47017 0.7 0.8 0.1
C 0.61728 6.26638 3.04051 0.4 -0.6 0.3
C 2.18033 6.22556 3.41017 -1.1 -0.7 -0.5
C 2.90593 6.09308 2.17014 1.8 -0.2 -3.4
N 3.45429 6.02592 1.13379 -1.3 0.2 2.7
H 0.41938 4.75269 1.45957 -0.2 0.0 0.0
H -1.04593 4.92075 2.43219 0.1 0.3 -0.1
H 0.29218 4.00707 3.02439 0.3 0.2 0.4
H 0.03367 6.59118 3.90191 0.2 -0.1 0.2
H 0.46966 7.03422 2.28109 0.1 0.0 0.0
H 2.41316 5.33530 3.99440 -0.2 -0.1 0.2
H 2.66395 7.05911 3.91949 -0.7 0.3 0.2
C -1.89282 -5.64735 -3.82364 0.2 0.9 0.0
C -0.84832 -4.94379 -2.91181 0.0 -0.6 0.5
C -1.43055 -4.49075 -1.55575 -0.2 -0.6 -0.3
C -2.36013 -3.38226 -1.72932 -1.0 1.2 0.0
N -3.10017 -2.50361 -1.89702 0.9 -1.2 0.2
H -1.48776 -5.87797 -4.80896 0.2 -0.1 0.1
H -2.74627 -4.99986 -4.02482 0.0 0.2 0.1
H -2.31625 -6.55591 -3.39547 0.3 -0.1 0.2
H -0.30995 -4.09401 -3.33149 -0.3 -0.1 -0.4
H -0.07122 -5.65351 -2.62808 0.1 -0.1 -0.2
H -0.66272 -4.25901 -0.81762 0.1 0.3 -0.3
H -1.97161 -5.33980 -1.13804 -0.3 0.0 0.1
```
Forces are in eV/Å.

HOMO-LUMO gap = 9.6 eV
HOMO = -9.37 eV

---

Entry 4:
Here is a 15-piece molecular cluster, C18H37Cl28NO3S overall in a non-equilibrium geometry from the Open Molecules 2025 dataset. Energies are from ωB97M-V/def2-TZVPD.

```
88
Properties=species:S:1:pos:R:3:forces:R:3
N -1.15441 2.30277 -1.33064 -0.2 0.0 0.1
C -1.67204 1.96341 -2.65105 -0.2 -0.1 0.3
C -1.98687 0.47152 -2.65273 0.2 0.1 0.5
C -2.96046 0.05288 -1.53538 0.1 0.6 -0.6
S -4.31006 1.21201 -1.45350 -0.7 0.0 1.4
O -4.11682 2.12996 -0.36415 0.3 0.1 -0.5
O -5.57508 0.54047 -1.46406 0.2 -0.3 -0.7
O -4.14702 1.96565 -2.84276 0.0 0.0 0.1
C -2.94386 2.77067 -2.93398 0.1 0.2 -0.3
H -0.74237 3.22212 -1.30875 0.2 0.0 0.0
H -0.50791 1.60400 -0.99456 0.3 0.1 0.0
H -0.92088 2.13986 -3.42472 -0.4 0.2 0.0
H -1.03834 -0.00706 -2.42026 0.1 -0.5 -0.4
H -2.35956 0.15909 -3.62191 0.1 -0.1 -0.2
H -2.45140 0.10114 -0.58185 -0.2 -0.1 0.3
H -3.37153 -0.93786 -1.72175 0.1 0.5 0.1
H -3.03215 3.60904 -2.24761 0.0 0.0 0.1
H -2.95545 3.16498 -3.94598 -0.1 -0.1 -0.1
C 0.79264 -2.68817 -0.89030 -0.1 0.3 -0.2
Cl -0.01845 -1.41038 0.03626 0.2 -0.1 -0.1
Cl 0.18416 -2.78376 -2.55354 0.0 0.0 0.0
H 1.85766 -2.50584 -0.93060 -0.2 0.3 -0.1
H 0.60934 -3.62703 -0.40259 -0.2 -0.2 0.2
C -1.61067 0.14030 3.33405 0.0 0.1 0.0
Cl -1.96202 -1.57544 3.08604 0.0 0.0 0.0
Cl -1.59154 1.05844 1.82269 0.0 0.0 0.0
H -2.37971 0.55534 3.97249 -0.1 0.0 0.0
H -0.64094 0.22999 3.80298 0.1 -0.1 0.0
C 0.76361 -7.43925 -0.59441 0.0 -0.2 -0.1
Cl 0.57858 -5.89312 -1.42746 -0.1 -0.3 0.0
Cl 1.10321 -7.27362 1.13412 0.0 0.1 0.0
H -0.15116 -8.00345 -0.72066 -0.1 0.0 0.1
H 1.59647 -7.96840 -1.03930 0.1 0.0 0.0
C 1.49995 -5.35729 6.03579 0.0 0.0 0.1
Cl 0.91912 -6.00548 4.49388 0.1 0.1 0.0
Cl 0.17819 -4.93643 7.12775 0.0 0.0 0.0
H 2.11105 -6.11410 6.50959 0.0 -0.1 0.0
H 2.08584 -4.46886 5.83882 0.0 0.1 -0.1
C -1.78335 -8.60770 4.40376 0.0 0.0 0.0
Cl -2.34989 -9.26732 2.86210 0.1 0.0 0.0
Cl -3.12592 -8.19030 5.47327 0.0 0.0 0.0
H -1.17016 -9.35413 4.89144 0.0 -0.1 0.0
H -1.20413 -7.71557 4.21071 -0.1 0.1 -0.1
C -2.31182 6.69202 0.21173 0.0 0.1 0.0
Cl -2.13588 7.84912 -1.11791 0.0 -0.1 0.0
Cl -1.88944 7.42187 1.76828 0.0 0.0 0.0
H -3.34059 6.36249 0.24940 -0.1 0.0 0.0
H -1.65884 5.84944 0.03423 0.1 0.0 0.0
C 4.33289 -4.46127 -0.43935 0.0 0.1 0.0
Cl 3.56771 -3.22496 0.58112 0.4 -0.6 0.1
Cl 3.67913 -4.47996 -2.09247 0.2 0.1 0.2
H 5.38928 -4.23330 -0.49170 0.0 0.1 -0.1
H 4.17677 -5.43603 0.00520 -0.1 0.0 0.0
C 5.76375 0.57469 0.66675 -0.1 -0.1 0.0
Cl 6.86140 -0.49410 1.55183 0.1 0.0 0.0
Cl 4.10815 -0.04649 0.66809 0.0 0.3 0.0
H 5.77226 1.54570 1.13805 0.0 0.0 0.1
H 6.10698 0.65254 -0.35656 0.0 -0.1 0.0
C -1.24781 5.85812 -6.16980 0.0 0.1 -0.1
Cl -0.70472 4.28778 -5.55897 0.0 0.2 0.0
Cl -1.93155 6.91273 -4.92484 0.0 -0.2 0.0
H -0.39628 6.36363 -6.60562 0.1 0.0 0.0
H -2.00431 5.68068 -6.92282 -0.1 0.0 0.0
C -4.96809 9.89126 0.04904 0.0 0.0 0.0
Cl -5.39312 11.46017 0.74736 0.0 0.0 0.0
Cl -5.66990 9.66883 -1.55829 0.0 0.0 0.0
H -3.89147 9.82833 -0.03332 0.0 0.1 0.0
H -5.34362 9.11171 0.69930 -0.1 0.0 0.0
C 2.47376 -0.27703 7.59867 0.0 0.0 0.0
Cl 2.14993 1.00042 6.42236 0.0 0.0 0.0
Cl 1.98277 -1.86562 6.99422 0.0 0.0 0.1
H 3.53550 -0.29915 7.80542 0.1 0.0 -0.1
H 1.91495 -0.06750 8.50107 -0.1 0.0 0.0
C -4.86505 -3.50783 -0.66658 -0.1 0.1 0.0
Cl -3.58481 -3.12454 -1.83062 0.0 -0.7 0.0
Cl -5.48223 -5.14780 -0.88390 0.0 0.0 0.0
H -4.45603 -3.41866 0.33148 0.1 0.0 0.0
H -5.67650 -2.80473 -0.80938 0.0 0.0 -0.1
C 1.93845 1.15233 -5.76357 0.0 0.0 0.0
Cl 0.25362 1.20642 -5.22484 0.3 -0.3 -0.2
Cl 2.08206 1.31246 -7.51712 0.0 0.0 0.0
H 2.47198 1.96979 -5.29630 0.0 0.1 0.0
H 2.36259 0.20236 -5.46526 0.0 -0.1 0.0
C 9.41889 2.61304 0.27914 0.0 0.0 0.0
Cl 8.96646 1.68049 -1.15317 0.0 0.0 0.0
Cl 8.00353 3.16168 1.18484 0.1 0.1 0.0
H 10.01816 1.98574 0.92578 0.0 -0.1 0.0
H 9.98214 3.48096 -0.03684 0.0 0.1 -0.1
```
Forces are in eV/Å.

HOMO-LUMO gap = 9.3 eV
HOMO = -9.28 eV

---

Entry 5:
Here is C23H43BaCl3N3O8Si as an isolated structure in a non-equilibrium geometry from the Open Molecules 2025 dataset. Energies are from ωB97M-V/def2-TZVPD.

```
82
Properties=species:S:1:pos:R:3:forces:R:3
C 2.38643 -2.20074 -1.66174 0.0 -0.2 0.0
C 3.23097 -1.20766 -0.93815 2.2 -0.5 1.1
H 2.75641 -2.35487 -2.67788 -0.2 -0.1 0.1
H 1.32397 -1.89321 -1.69913 0.5 0.0 0.0
H 2.43392 -3.15777 -1.11608 -0.1 0.1 -0.3
C 4.39676 -0.65018 -1.31178 -0.8 -0.9 0.3
C 5.13900 -0.99704 -2.53603 0.5 0.2 -0.8
H 4.85895 0.08586 -0.65046 0.0 -0.3 -0.1
H 4.61335 -1.70232 -3.19264 0.1 0.2 0.2
H 6.10862 -1.43896 -2.26932 -0.1 0.0 -0.2
H 5.36384 -0.09086 -3.11250 0.1 -0.1 -0.2
Ba -0.34253 -0.21309 0.63881 0.8 0.9 -0.3
Cl -1.43627 -1.47134 -1.61105 -0.3 -0.5 -0.6
C 0.96058 1.34869 3.05117 -0.3 1.8 -2.3
O 0.50599 1.93327 2.03268 0.8 -2.8 0.3
N 1.32665 2.17332 4.00747 0.1 -0.1 0.2
C 0.98989 3.58573 3.82670 0.2 0.0 0.3
C 2.12721 1.73207 5.09407 -0.2 0.1 0.3
H 1.14769 0.21384 3.20657 -0.3 1.7 -0.2
H 0.30667 3.72092 2.96709 0.5 -0.2 0.8
H 1.92078 4.13808 3.65013 -0.1 0.1 0.0
H 0.52139 3.94158 4.74580 0.0 0.0 0.0
H 2.27262 0.64983 4.98590 0.1 0.3 0.3
H 1.60248 1.97198 6.01824 0.3 -0.1 0.3
H 3.08488 2.24828 5.02847 0.2 -0.2 0.4
H -5.37033 1.38233 2.72609 0.0 0.0 -0.2
H -5.83323 -1.18439 2.58151 -0.4 -0.4 0.2
C -4.97950 1.31349 1.70737 -0.4 -0.6 -0.1
C -5.42954 -1.16885 1.57523 -0.2 0.0 0.3
N -4.53918 -0.08094 1.47678 -0.6 0.0 0.6
H -4.14747 2.02128 1.57777 -0.6 -0.6 0.1
C -3.28704 -0.27629 1.16226 1.0 3.8 -2.7
O -2.72137 0.81712 0.85285 0.1 -3.6 -2.2
H -4.85376 -2.07233 1.36020 -0.4 -0.1 0.1
H -2.84463 -1.32669 1.01742 -0.8 1.2 0.4
H -5.76325 1.52289 0.98231 -0.2 0.2 -0.1
H -6.19919 -1.01008 0.82892 -0.5 -0.4 -0.1
H 1.64726 0.35048 -2.98712 -0.3 0.2 0.1
H 3.35262 2.07949 -2.24800 -0.1 0.2 0.0
C 0.86961 1.13132 -3.02156 0.1 0.1 0.1
C 2.56406 2.83319 -2.38945 -0.1 -0.2 0.2
N 1.27143 2.23301 -2.15118 -0.2 0.4 0.3
H -0.09113 0.70764 -2.68836 0.5 0.2 -0.1
C 0.54003 2.60034 -1.07852 -0.8 -0.6 -0.2
O -0.59242 2.15515 -0.84111 1.2 0.4 0.0
H 2.70423 3.65737 -1.67426 0.1 -0.2 -0.3
H 1.04023 3.34870 -0.40742 -0.3 -0.4 -0.5
H 0.78960 1.50905 -4.05365 -0.1 -0.2 0.2
H 2.59919 3.22277 -3.41602 0.1 0.0 0.2
O 1.96993 0.27646 -0.27168 -3.3 0.2 0.2
C 2.64611 -0.74163 0.36675 -0.2 2.3 -1.7
C 3.58181 1.41056 1.32702 0.2 -0.4 0.2
C 3.45736 0.01219 1.38017 0.7 -1.1 -0.1
H 2.99511 1.98295 0.60445 0.3 -0.4 0.3
C 4.46022 2.02075 2.21372 0.0 -0.2 0.1
H 2.09329 -1.59143 0.85338 -0.3 0.2 0.1
C 4.14177 -0.76339 2.29794 0.1 0.6 0.2
H 4.58198 3.10140 2.17336 0.1 -0.1 0.1
C 5.17629 1.24903 3.13423 0.1 0.0 0.1
C 5.00715 -0.13668 3.17405 0.3 0.1 0.5
H 3.98107 -1.84237 2.28290 0.2 0.2 0.1
H 5.86904 1.73379 3.82735 -0.2 -0.2 -0.2
H 5.55114 -0.74335 3.89056 0.1 0.2 0.1
Si -4.13442 -3.63273 -4.69422 -0.4 0.3 0.6
Cl -2.51032 -4.25928 -5.80812 0.2 -0.2 -0.3
C -4.48048 -1.84794 -5.15956 0.0 -0.1 -0.1
C -3.67992 -3.80322 -2.89179 0.1 0.0 -0.1
C -5.58768 -4.74158 -5.14357 0.0 0.0 -0.1
H -3.60759 -1.21900 -4.93467 -0.2 -0.2 0.0
H -5.33985 -1.46229 -4.59149 0.2 -0.1 -0.1
H -4.70648 -1.76017 -6.23150 0.0 0.0 0.2
H -5.82084 -4.66836 -6.21558 0.0 0.0 0.3
H -6.48463 -4.45193 -4.57592 0.2 0.0 -0.1
H -5.35993 -5.79233 -4.91329 -0.1 0.3 -0.1
H -2.80498 -3.17444 -2.64579 -0.4 -0.2 -0.1
H -3.44122 -4.84803 -2.64657 -0.1 0.2 -0.1
H -4.51523 -3.48173 -2.25011 0.2 -0.1 -0.2
O -3.40872 0.49201 3.89065 0.0 1.8 1.6
Cl -2.31179 1.43715 3.64255 -0.7 1.6 3.5
O -2.74914 2.77535 3.20325 0.1 -1.6 1.5
O -1.27343 1.49515 4.69712 -2.4 0.9 1.0
O -1.62207 0.84362 2.64597 4.0 -2.7 -3.3
```
Forces are in eV/Å.

HOMO-LUMO gap = 6.6 eV
HOMO = -4.52 eV
Charge = -1

---

Entry 6:
Here is a 2-piece molecular cluster, C3H9O overall in a non-equilibrium geometry from the Open Molecules 2025 dataset. Energies are from ωB97M-V/def2-TZVPD.

```
13
Properties=species:S:1:pos:R:3:forces:R:3
O -3.57974 -0.07017 -0.18613 0.2 0.1 0.0
H -3.50301 -0.99086 0.08500 0.0 -0.1 0.0
C 1.61748 0.52551 -0.75099 -0.2 -0.7 0.3
C 0.36941 -0.27507 -0.38257 -0.7 0.2 0.5
C -0.07662 -0.08142 1.07728 0.0 0.7 -0.8
H 2.41915 0.30001 -0.04173 0.2 0.1 -0.2
H 1.91079 0.24898 -1.76259 0.3 0.2 -0.1
H 1.42195 1.59730 -0.71583 0.0 0.0 0.0
H -0.45059 0.05645 -1.02216 -0.1 -0.2 0.0
H 0.47678 -1.35157 -0.53451 0.3 0.0 -0.3
H -1.10576 -0.40364 1.22242 0.0 -0.3 0.0
H -0.12722 0.99937 1.24930 0.2 0.0 0.3
H 0.62737 -0.55489 1.76251 -0.1 0.0 0.2
```
Forces are in eV/Å.

HOMO-LUMO gap = 5.9 eV
HOMO = -2.04 eV
Charge = -1

---

E_LUMO list, top to bottom, in eV: 6.17, 0.72, 0.26, 0.05, 2.12, 3.89